Formula: C4H11NO3
Source: the Open Molecules 2025 dataset
Level of theory: ωB97M-V/def2-TZVPD

## Properties
Charge: 0
Lowest unoccupied orbital energy (spin up / spin down), eV: 0.63 / 0.63
2S+1: 1
Molar mass, u: 121.14

Element x y z (Å)
C: -0.8790 -0.2118 0.3837
C: 1.1671 -0.5510 0.0052
C: 0.8666 0.5099 -0.8577
C: -1.8146 0.7911 -0.2596
N: -1.3508 -1.5390 0.1360
O: -0.8131 0.1265 1.7485
O: 1.8177 -0.3750 1.1816
O: 2.6185 0.4088 -1.5273
H: -0.0887 -0.3577 2.1721
H: 2.2443 0.4971 1.1811
H: 3.1495 1.1989 -1.3492
H: 1.2229 -1.5670 -0.3637
H: -2.3373 -1.6298 0.3746
H: -0.8513 -2.2331 0.6802
H: 0.8452 1.5212 -0.4732
H: 0.4131 0.2805 -1.8097
H: -2.8183 0.6940 0.1743
H: -1.8993 0.6224 -1.3329
H: -1.4925 1.8138 -0.0641